Record 1
Here is the molecule C4H6O2 from OMol25. Energies are from ωB97M-V/def2-TZVPD.

```
12
Properties=species:S:1:pos:R:3:forces:R:3:mulliken_charge:R:1
O -1.168757 1.729359 -1.351687 -0.1231 -0.4366 0.3100 -0.451
C -1.381051 0.803754 -0.610789 0.1012 0.1866 -0.1598 -0.209
C -0.287717 -0.163694 -0.176601 0.2358 0.0619 -0.1772 0.325
C 1.095697 0.471190 -0.150426 0.1556 0.0694 -0.0263 -0.991
C 0.021175 -1.618647 1.701575 -0.2604 -0.0277 -0.4103 -0.255
O -0.635412 -0.633676 1.162987 0.0859 -0.1631 0.1199 -0.190
H -2.389342 0.592123 -0.204799 0.0701 0.0119 -0.0382 0.361
H -0.308716 -1.030449 -0.857142 -0.0955 0.1403 0.2406 0.284
H 1.029449 1.557369 -0.070070 0.0015 -0.1077 -0.0230 0.327
H 1.664042 0.220278 -1.045978 -0.0912 0.1172 0.0068 0.283
H 1.649335 0.090701 0.709974 -0.0021 0.0189 -0.1330 0.354
H 0.711298 -2.018309 0.892957 -0.0778 0.1289 0.2908 0.163
```
Forces are in eV/Å.

Results
HOMO-LUMO gap = 9.187 eV
Lowest unoccupied orbital energy = 0.2 eV
DFT total energy = -306.354770 Eh
ΔE to the lowest compared entry with this formula, charge and spin = 4.1232 eV

***

Record 2
Here is a structure of composition C43H43BF3N8O3SSbTi from OMol25. Energies are from ωB97M-V/def2-TZVPD.

```
104
Properties=species:S:1:pos:R:3:forces:R:3:mulliken_charge:R:1
Ti 0.110066 0.376227 0.533553 0.3391 0.4132 -0.2326 -0.459
S 0.991455 -3.064779 -1.081615 -0.0067 0.0683 0.0268 -0.411
C 1.875801 -1.866519 -0.336046 0.1562 -0.0137 -0.1248 -0.464
N 3.011632 -2.070997 0.392524 -0.0401 0.0544 0.1026 -0.131
N 3.297042 -3.327197 0.584630 0.0055 -0.0082 0.0343 0.155
C 4.437434 -3.741408 1.265312 0.0466 0.0235 0.0215 0.416
C 5.421989 -2.834768 1.654850 -0.0069 -0.0103 -0.0087 -0.166
C 6.535302 -3.299160 2.333732 0.0008 -0.0020 -0.0021 -0.697
C 6.677737 -4.650447 2.623120 -0.0075 0.0024 -0.0039 -0.480
C 5.696881 -5.547698 2.220525 0.0123 -0.0038 0.0061 -0.621
C 4.577766 -5.100418 1.542104 -0.0312 0.0079 -0.0030 -0.445
N 1.588459 -0.495799 -0.408823 -0.3368 -0.1709 0.1259 0.466
N 0.425255 -0.220696 -1.183201 -0.0132 -0.0362 0.1101 1.235
C 0.591597 0.216092 -2.503509 -0.0258 0.0381 -0.0234 -0.758
C -0.554802 0.375058 -3.280914 -0.0037 0.0200 0.0068 -0.074
C -0.453495 0.860370 -4.573819 -0.0094 -0.0152 0.0065 -0.734
C 0.787399 1.184058 -5.106740 0.0200 -0.0100 0.0017 -0.558
C 1.927241 1.004442 -4.336950 -0.0177 0.0055 -0.0161 -0.874
C 1.840428 0.518609 -3.039965 -0.0057 -0.0446 0.0399 0.069
H 2.640230 -4.012754 0.190893 0.0108 0.0160 -0.0257 0.117
H 5.313825 -1.791610 1.397104 -0.0148 0.0211 0.0091 0.510
H 7.307647 -2.601393 2.629419 0.0027 0.0059 0.0016 0.374
H 7.553304 -5.003545 3.150015 0.0043 -0.0040 0.0039 0.390
H 5.805483 -6.602341 2.433996 -0.0015 -0.0055 0.0003 0.382
H 3.809838 -5.795443 1.224654 -0.0050 -0.0063 0.0005 0.413
H -1.514000 0.076245 -2.872629 -0.0023 -0.0038 -0.0060 0.532
H -1.346211 0.973462 -5.175648 -0.0077 -0.0007 -0.0022 0.439
H 0.865321 1.557357 -6.118867 0.0020 0.0042 -0.0041 0.481
H 2.899476 1.239109 -4.751293 0.0034 -0.0006 -0.0014 0.410
H 2.728562 0.358996 -2.442869 -0.0070 0.0004 -0.0051 0.467
F 0.948224 5.313187 -6.700524 -0.0010 0.0002 -0.0025 -0.358
C 0.728513 4.894691 -5.444904 -0.0024 -0.0032 0.0159 0.218
C 1.798513 4.798786 -4.578086 -0.0018 0.0017 -0.0051 -0.714
C 1.562935 4.362567 -3.282706 0.0012 -0.0281 0.0119 -0.480
C 0.277466 4.029787 -2.867207 -0.0082 0.0162 -0.0037 0.576
C -0.776227 4.132104 -3.771037 0.0113 0.0312 0.0213 -0.556
C -0.560614 4.572928 -5.066968 0.0150 0.0072 0.0016 -0.625
Sb -0.042476 3.309451 -0.894442 0.0739 -0.1276 0.0891 0.677
C -1.739501 4.483547 -0.345566 0.0146 -0.0751 -0.0188 1.463
C -1.716934 5.623164 0.451993 0.0028 0.0621 -0.0156 -0.444
C -2.891315 6.263207 0.823726 -0.0115 0.0003 -0.0047 -0.800
C -4.095014 5.746532 0.386794 0.0019 0.0070 -0.0112 0.110
F -5.232338 6.359488 0.742987 0.0192 -0.0208 -0.0031 -0.329
C -4.164420 4.618916 -0.408901 -0.0131 0.0178 -0.0144 -0.828
C -2.978051 3.994738 -0.765218 0.0066 -0.0042 0.0781 -0.802
C 1.605999 4.267376 0.045411 -0.0413 0.0334 -0.0155 0.154
C 2.666628 3.448203 0.431732 0.0081 0.0138 -0.0305 -0.194
C 3.796629 3.977463 1.040503 0.0085 0.0044 0.0026 -0.336
C 3.841045 5.339256 1.267018 -0.0121 -0.0034 0.0110 0.020
F 4.916646 5.857186 1.880270 -0.0085 -0.0046 -0.0095 -0.388
C 2.821262 6.188186 0.876885 0.0093 0.0011 0.0132 -0.954
C 1.708673 5.642600 0.253267 0.0270 0.0059 -0.0086 -0.821
H 2.790321 5.062153 -4.918549 0.0091 0.0035 -0.0014 0.483
H 2.399659 4.284967 -2.598876 0.0105 0.0054 0.0080 0.483
H -1.786370 3.874118 -3.479450 -0.0432 -0.0049 0.0389 0.391
H -1.367961 4.664765 -5.780305 -0.0063 0.0005 -0.0023 0.470
H -0.776456 6.042470 0.784290 -0.1332 -0.0574 0.0903 -0.055
H -2.883695 7.155340 1.434859 -0.0010 0.0042 0.0080 0.499
H -5.126619 4.251681 -0.739036 -0.0079 0.0069 -0.0030 0.491
H -3.038390 3.106326 -1.387925 0.0124 -0.0025 -0.0549 0.362
H 2.634870 2.379300 0.238531 -0.0204 -0.0016 0.0201 0.149
H 4.638392 3.356480 1.318281 0.0042 0.0034 0.0089 0.646
H 2.913833 7.251628 1.049777 0.0061 0.0104 -0.0017 0.488
H 0.921361 6.308867 -0.080064 0.1596 -0.0189 -0.0585 0.727
N -2.298239 1.371794 1.458676 -0.1700 -0.0735 -0.0040 -0.420
N -2.060500 0.543198 0.303121 -0.0265 -0.0650 0.0645 -0.397
H -2.169017 0.774707 2.272340 -0.0336 0.0157 -0.0235 0.205
H -3.261425 1.698730 1.473513 0.0406 0.0017 -0.0107 0.283
H -2.310755 1.065343 -0.531049 0.0258 -0.0086 0.0528 0.187
H -2.573433 -0.338899 0.323666 -0.0142 0.0600 -0.0230 0.349
O 0.323958 -2.232029 2.424036 -0.0120 0.0040 -0.0373 -0.110
B -0.529518 -1.463358 1.637923 0.1614 -0.0840 0.0382 0.626
O -1.817565 -2.001595 1.656419 -0.0427 0.0331 -0.0442 -0.553
C -1.729150 -3.159176 2.410498 0.0055 -0.0262 0.0219 0.628
C -2.711656 -4.077144 2.699452 0.0069 0.0213 -0.0087 -1.128
C -2.331121 -5.161878 3.485581 0.0059 -0.0099 0.0040 -0.576
C -1.026178 -5.301186 3.948758 -0.0097 -0.0013 0.0021 -0.660
C -0.042601 -4.362401 3.647784 0.0079 0.0175 -0.0126 -1.040
C -0.432245 -3.295903 2.870469 -0.0242 -0.0118 -0.0009 0.413
H -3.720516 -3.964096 2.328346 -0.0069 -0.0027 0.0001 0.514
H -3.065451 -5.914406 3.737381 -0.0044 -0.0031 0.0008 0.418
H -0.769264 -6.159594 4.553945 0.0028 -0.0047 0.0048 0.414
H 0.974891 -4.462658 3.999500 0.0051 -0.0008 0.0019 0.569
C 3.129377 0.162228 2.688832 -0.0251 -0.0751 -0.0305 -0.702
N 2.668255 1.367472 3.373436 -0.0305 -0.0422 -0.0556 0.319
C 3.553787 1.995980 4.350395 0.0159 0.0203 0.0323 -0.510
C 2.749978 2.829957 5.324791 -0.0006 -0.0082 -0.0067 -0.825
C 1.877184 3.791121 4.548450 0.0017 -0.0012 0.0167 -0.540
N 1.089722 3.068477 3.554473 -0.0107 -0.0205 0.0174 0.341
C -0.115520 3.736134 3.095750 -0.0283 0.0356 -0.0426 -0.857
C 1.521135 1.932657 2.991372 -0.0551 0.1623 -0.0576 -0.524
O 0.813740 1.383191 2.077444 0.0982 -0.1863 -0.0207 1.460
H 3.986916 -0.226126 3.231965 0.0127 0.0030 -0.0027 0.354
H 3.421909 0.364514 1.659325 -0.0062 -0.0130 -0.0384 0.297
H 2.355147 -0.602402 2.682606 -0.0086 -0.0184 -0.0243 0.005
H 4.296389 2.613308 3.834647 0.0019 0.0006 -0.0053 0.248
H 4.086813 1.201505 4.870432 -0.0096 0.0024 -0.0033 0.421
H 3.417491 3.379837 5.986200 0.0059 0.0036 -0.0021 0.414
H 2.126701 2.178631 5.940527 0.0000 0.0018 0.0026 0.283
H 2.479679 4.555922 4.046501 0.0024 -0.0016 -0.0013 0.221
H 1.178120 4.301965 5.210940 0.0022 0.0020 -0.0042 0.414
H -0.837844 3.805704 3.911462 0.0071 0.0006 0.0108 0.466
H -0.567289 3.191294 2.272833 -0.0157 0.0198 0.0298 -0.135
H 0.141056 4.744390 2.767609 -0.0259 0.0234 -0.0328 0.424
```
Forces are in eV/Å.

Results
Expectation value of S² = 0.77
Total charge = +1
HOMO-LUMO gap (alpha / beta) = 6.877 / 6.698 eV
Lowest unoccupied orbital energy (alpha / beta) = -2.6 / -3.4 eV
Multiplicity = 2
DFT total energy = -4140.359987 Eh
ΔE to the lowest compared entry with this formula, charge and spin = 0.3487 eV

***

The highest ΔE to the lowest compared entry with this formula, charge and spin belongs to which entry? C4H6O2